# 1
# C4H12O3

A 3-piece molecular cluster, C4H12O3 overall in a non-equilibrium geometry (ωB97M-V with the def2-TZVPD basis set, the Open Molecules 2025 dataset).

Atoms and positions in Å:
C: -1.628 -1.240 0.252
C: -1.904 -0.839 -1.237
C: -0.848 -0.069 -1.891
C: -0.268 1.053 -1.054
O: -0.513 2.208 -1.416
H: -2.032 -2.234 0.305
H: -2.107 -0.613 0.911
H: -0.581 -1.375 0.648
H: -2.848 -0.421 -1.446
H: -1.975 -1.820 -1.697
H: -1.017 0.245 -2.937
H: -0.003 -0.871 -2.076
H: 0.218 0.950 -0.046
O: 3.266 0.203 0.855
H: 2.977 1.130 1.009
H: 3.983 0.121 0.179
O: 1.722 1.638 3.204
H: 2.476 1.042 3.271
H: 1.082 0.891 3.167

The spin multiplicity is 1. The structure (SMILES) is CCCC=O.O.O. As for the LUMO energy: 0.53 eV. The calculation puts the gap between HOMO and LUMO at 10.15 eV. The HOMO energy comes out at -0.3533 Ha. The value obtained for the max |F| is 4.74 eV Å⁻¹. The energy above the lowest of the compared OMol25 structures with the same formula, charge and spin is 35.3 kcal/mol.

---

# 2
# C5H11O2

An isolated ion of composition C5H11O2 and charge -1 (ωB97M-V with the def2-TZVPD basis set, the Open Molecules 2025 dataset).

Atoms and positions in Å:
O: 3.095 0.205 -0.581
C: 1.977 0.239 0.150
C: 0.974 -0.886 -0.249
C: -0.329 -0.993 0.562
C: -1.064 0.342 0.764
C: -1.283 1.124 -0.515
O: -1.982 0.326 -1.491
H: 1.428 1.209 0.119
H: 2.190 0.034 1.238
H: 1.533 -1.801 -0.098
H: 0.821 -0.858 -1.331
H: -1.022 -1.723 0.137
H: -0.033 -1.333 1.554
H: -0.489 0.930 1.479
H: -2.058 0.151 1.160
H: -0.397 1.514 -1.001
H: -1.943 1.970 -0.297
H: -1.416 -0.448 -1.600

The spin multiplicity is 1. The structure (SMILES) is [O-]CCCCCO. As for the LUMO energy: 3.77 eV. The calculation puts the gap between HOMO and LUMO at 6.02 eV. The HOMO energy comes out at -0.0825 Ha. The value obtained for the max |F| is 0.81 eV Å⁻¹. The energy above the lowest of the compared OMol25 structures with the same formula, charge and spin is 55.5 kcal/mol. Its total charge is -1.

---

# 3
# C21H38BO11

A 4-piece molecular cluster, C21H38BO11 overall (ωB97M-V with the def2-TZVPD basis set, the Open Molecules 2025 dataset).

Atoms and positions in Å:
C: 2.695 -0.699 1.479
C: 2.761 0.063 0.139
C: 1.916 1.338 0.080
C: 2.010 2.243 1.319
C: 2.083 3.727 0.962
C: 2.190 4.639 2.185
C: 3.413 4.442 3.087
C: 4.790 4.695 2.460
C: 5.338 3.586 1.516
O: 6.350 2.912 2.194
B: 6.365 3.425 3.611
O: 5.739 4.770 3.483
H: 2.198 -1.666 1.366
H: 2.177 -0.147 2.259
H: 3.699 -0.917 1.844
H: 2.394 -0.607 -0.641
H: 3.799 0.272 -0.118
H: 2.263 1.920 -0.779
H: 0.877 1.087 -0.137
H: 2.837 1.959 1.967
H: 1.103 2.113 1.923
H: 2.896 3.915 0.257
H: 1.156 3.977 0.430
H: 2.130 5.688 1.880
H: 1.298 4.443 2.792
H: 3.341 5.175 3.894
H: 3.417 3.456 3.555
H: 4.745 5.640 1.899
H: 5.736 4.071 0.608
H: 4.582 2.871 1.170
H: 5.621 2.689 4.310
H: 7.507 3.466 4.052
C: -2.949 1.935 -2.316
C: -1.634 1.928 -3.048
C: -1.631 1.191 -4.371
O: -0.279 0.711 -4.448
C: 0.182 0.570 -3.180
O: 1.172 -0.010 -2.881
O: -0.662 1.166 -2.307
H: -2.861 2.472 -1.371
H: -3.728 2.407 -2.914
H: -3.236 0.910 -2.094
H: -1.242 2.941 -3.175
H: -1.850 1.826 -5.225
H: -2.309 0.335 -4.372
C: -5.819 -4.328 -1.804
C: -4.748 -3.370 -2.258
C: -4.650 -2.071 -1.495
O: -4.153 -1.177 -2.507
C: -4.557 -1.646 -3.711
O: -4.468 -1.039 -4.730
O: -5.053 -2.895 -3.590
H: -5.824 -5.212 -2.441
H: -5.663 -4.637 -0.778
H: -6.802 -3.861 -1.886
H: -3.775 -3.864 -2.301
H: -3.955 -2.106 -0.662
H: -5.617 -1.708 -1.143
C: -0.290 -4.978 1.998
C: -1.688 -5.367 1.593
C: -1.968 -5.331 0.106
O: -3.373 -5.016 0.061
C: -3.674 -4.347 1.206
O: -4.701 -3.779 1.394
O: -2.653 -4.410 2.078
H: -0.181 -5.007 3.081
H: 0.434 -5.664 1.559
H: -0.063 -3.964 1.668
H: -1.959 -6.341 2.012
H: -1.785 -6.277 -0.396
H: -1.418 -4.534 -0.399

The spin multiplicity is 1. As for the LUMO energy: 1.54 eV. The calculation puts the gap between HOMO and LUMO at 4.94 eV. The HOMO energy comes out at -0.1250 Ha. The value obtained for the max |F| is 0.57 eV Å⁻¹. Its total charge is -1.

---

# 4
# C9H17N2O2

C9H17N2O2 as an isolated structure in a non-equilibrium geometry (ωB97M-V with the def2-TZVPD basis set, the Open Molecules 2025 dataset).

Atoms and positions in Å:
C: -0.581 1.178 0.683
C: 0.824 0.831 0.165
C: -1.738 0.494 -0.220
C: 0.015 -1.503 0.096
C: 1.822 0.872 1.372
C: 1.318 1.759 -0.968
C: -2.190 1.343 -1.413
C: 0.086 -1.778 1.553
C: -0.021 -2.738 -0.792
N: 0.805 -0.496 -0.369
N: -1.792 -0.838 -0.229
O: 1.379 -0.773 -1.565
O: -2.714 -0.076 0.619
H: -0.629 0.974 1.703
H: -0.756 2.199 0.485
H: 2.556 1.732 1.369
H: 2.560 0.067 1.155
H: 1.193 0.768 2.314
H: 1.462 2.749 -0.506
H: 0.488 1.784 -1.659
H: 2.193 1.226 -1.377
H: -3.256 1.140 -1.811
H: -1.358 1.290 -2.219
H: -2.160 2.380 -1.026
H: 1.129 -1.896 1.762
H: -0.356 -2.721 1.703
H: -0.351 -0.960 2.185
H: -0.871 -3.331 -0.576
H: 0.852 -3.333 -0.632
H: 0.091 -2.345 -1.801

The spin multiplicity is 1. As for the LUMO energy: 3.59 eV. The calculation puts the gap between HOMO and LUMO at 5.39 eV. The HOMO energy comes out at -0.0664 Ha. The value obtained for the max |F| is 3.88 eV Å⁻¹. The energy above the lowest of the compared OMol25 structures with the same formula, charge and spin is 71.3 kcal/mol. Its total charge is -1.

---

# 5
# CH2N2O3S

A 2-piece molecular cluster, CH2N2O3S overall in a non-equilibrium geometry (ωB97M-V with the def2-TZVPD basis set, the Open Molecules 2025 dataset).

Atoms and positions in Å:
C: -1.679 0.483 1.824
N: -1.811 -0.115 0.503
N: 3.245 -0.145 -1.712
O: -1.604 -0.344 2.790
O: -1.725 1.706 1.780
O: -1.179 -1.503 -1.471
S: -0.683 -0.729 -0.289
H: 2.775 0.426 -0.952
H: 2.661 0.219 -2.473

The spin multiplicity is 1. As for the LUMO energy: 6.42 eV. The calculation puts the gap between HOMO and LUMO at 5.00 eV. The HOMO energy comes out at 0.0519 Ha. The value obtained for the max |F| is 1.97 eV Å⁻¹. The energy above the lowest of the compared OMol25 structures with the same formula, charge and spin is 25.1 kcal/mol. Its total charge is -2.

---

# 6
# C38H38MoN8O6S4

C38H38MoN8O6S4 as an isolated structure in a non-equilibrium geometry (ωB97M-V with the def2-TZVPD basis set, the Open Molecules 2025 dataset).

Atoms and positions in Å:
Mo: -0.542 0.121 0.042
N: -3.103 -2.993 -1.639
C: -2.409 -2.244 -0.772
S: -2.933 -0.584 -0.489
N: -1.383 -2.710 -0.140
N: -0.809 -1.784 0.690
C: -0.505 -2.155 1.908
C: -0.868 -3.463 2.470
C: -1.595 -3.497 3.665
C: -2.070 -4.699 4.158
C: -1.814 -5.879 3.476
C: -1.085 -5.854 2.295
C: -0.621 -4.655 1.786
C: 0.011 -1.063 2.711
C: 0.467 -1.206 4.016
C: 0.839 -0.088 4.733
C: 0.806 1.146 4.097
C: 0.424 1.205 2.777
N: 0.001 0.138 2.079
H: -4.004 -2.668 -1.943
H: -2.933 -3.988 -1.652
H: -1.836 -2.571 4.171
H: -2.652 -4.713 5.070
H: -2.194 -6.816 3.859
H: -0.889 -6.775 1.762
H: -0.064 -4.637 0.862
H: 0.528 -2.196 4.442
H: 1.176 -0.171 5.757
H: 1.105 2.047 4.611
H: 0.471 2.145 2.252
O: 1.136 -0.861 -0.759
S: 2.623 -0.665 -1.041
C: 2.759 -0.512 -2.890
C: 1.519 -0.950 -3.664
C: 0.840 0.238 -4.361
C: -0.605 -0.041 -4.739
S: -1.713 0.020 -3.264
O: -0.714 0.150 -2.118
C: -2.345 1.691 -3.417
C: -1.562 2.733 -2.940
C: -2.071 4.023 -2.958
C: -3.352 4.253 -3.443
C: -4.113 3.206 -3.944
C: -3.612 1.912 -3.933
C: 3.254 -2.340 -0.897
C: 2.396 -3.386 -0.612
C: 2.922 -4.658 -0.443
C: 4.290 -4.867 -0.550
C: 5.143 -3.802 -0.808
C: 4.626 -2.528 -0.982
H: 3.649 -1.085 -3.147
H: 2.971 0.545 -3.051
H: 0.820 -1.411 -2.966
H: 1.782 -1.708 -4.404
H: 1.391 0.489 -5.270
H: 0.875 1.112 -3.709
H: -0.721 -1.042 -5.155
H: -0.994 0.685 -5.451
H: -0.569 2.533 -2.561
H: -1.458 4.841 -2.602
H: -3.754 5.257 -3.441
H: -5.099 3.396 -4.345
H: -4.200 1.088 -4.319
H: 1.331 -3.203 -0.528
H: 2.262 -5.488 -0.226
H: 4.694 -5.864 -0.435
H: 6.211 -3.960 -0.875
H: 5.282 -1.687 -1.181
O: -0.898 5.904 0.979
C: -1.958 5.308 1.490
O: -2.808 5.879 2.111
C: -2.074 3.827 1.278
C: -3.104 3.051 1.778
N: -2.867 1.780 1.430
N: -1.739 1.677 0.717
C: -1.243 2.915 0.618
C: 0.102 2.980 -0.020
O: 0.689 4.030 -0.188
O: 0.542 1.798 -0.330
H: -0.267 5.315 0.509
H: -3.962 3.352 2.357
H: -3.459 0.972 1.567
C: 5.746 -2.075 2.634
N: 5.800 -0.843 1.876
C: 6.935 -0.196 1.420
C: 6.536 0.922 0.783
N: 5.155 0.945 0.849
C: 4.704 -0.134 1.528
S: 3.102 -0.543 1.854
H: 6.750 -2.475 2.741
H: 5.115 -2.798 2.116
H: 5.317 -1.885 3.616
H: 7.924 -0.576 1.604
H: 7.103 1.690 0.291
H: 4.560 1.686 0.520

The spin multiplicity is 3. As for the expectation value of S²: 2.0298. As for the LUMO energy (alpha / beta): -5.87 / -6.81 eV. The calculation puts the gap between HOMO and LUMO (alpha / beta) at 6.39 / 5.44 eV. The HOMO energy (alpha / beta) comes out at -0.4505 / -0.4504 Ha. The value obtained for the max |F| is 2.48 eV Å⁻¹. The energy above the lowest of the compared OMol25 structures with the same formula, charge and spin is 16.5 kcal/mol. Its total charge is +2.

---

Number 3 is which compound? C21H38BO11